The following is a DFT calculation (ωB97M-V with the def2-TZVPD basis set) of a cluster of 2 separate species, C5H8N2 in total in a non-equilibrium geometry.

Last column: Löwdin charge in e.
Positions of all 15 atoms, in Å:
C (0.845, -1.527, 0.943)  -0.044
C (0.670, -1.139, -0.507)  -0.346
C (-0.556, -0.526, -1.068)  -0.283
C (-1.562, 0.022, -0.175)  -0.214
N (-2.248, 0.671, 0.503)  0.165
N (0.720, 0.219, -1.004)  0.159
C (-0.169, 2.444, 0.151)  0.099
H (0.223, -0.914, 1.602)  0.076
H (0.576, -2.580, 1.090)  0.084
H (1.893, -1.404, 1.234)  0.081
H (1.138, -1.858, -1.193)  0.145
H (-0.945, -0.838, -2.039)  0.142
H (-0.363, 1.795, -0.664)  -0.065
H (0.058, 3.489, -0.058)  0.002
H (-0.280, 2.147, 1.185)  -0.001

Results
**Energy above the lowest of the compared OMol25 structures with the same formula, charge and spin**: 564.3 kJ/mol
**Total charge**: 0
**Multiplicity**: 1
**Max |F|**: 0.0329 hartree/bohr
**LUMO level (spin up / spin down)**: 0.485 / -1.171 eV
**Frontier orbital gap (spin up / spin down)**: 10.95 / 7.14 eV
**E_HOMO (spin up / spin down)**: -10.47 / -8.31 eV



The following is a DFT calculation (ωB97M-V with the def2-TZVPD basis set) of a cluster of 18 separate species, C4H34BO25 in total in a non-equilibrium geometry.

Last column: Löwdin charge in e.
Positions of all 64 atoms, in Å:
O (-2.197, -2.537, -0.660)  0.150
C (-1.749, -1.476, -0.325)  -0.361
O (-0.474, -1.160, -0.196)  0.221
B (-0.370, 0.285, 0.154)  -0.888
O (-1.726, 0.786, 0.094)  0.250
C (-2.584, -0.199, -0.072)  -0.363
O (-3.772, -0.103, -0.181)  0.155
O (0.552, 0.955, -0.784)  0.239
C (1.737, 1.048, -0.161)  -0.344
O (2.720, 1.423, -0.732)  0.131
C (1.511, 0.697, 1.319)  -0.359
O (0.253, 0.398, 1.488)  0.253
O (2.406, 0.619, 2.116)  0.150
O (5.063, -0.843, 1.227)  -0.061
H (4.130, -0.789, 1.477)  0.019
H (5.052, -1.081, 0.280)  0.014
O (5.341, 2.069, 1.570)  -0.062
H (4.798, 1.276, 1.414)  -0.006
H (5.721, 2.275, 0.711)  0.036
O (-2.116, -0.927, 3.126)  -0.041
H (-2.722, -0.275, 3.508)  0.030
H (-1.316, -0.430, 2.911)  0.017
O (-4.703, 0.661, 2.584)  -0.057
H (-4.799, 0.026, 1.872)  -0.004
H (-4.142, 1.367, 2.204)  0.004
O (1.207, -3.655, 0.978)  -0.073
H (0.643, -3.068, 1.491)  0.022
H (1.706, -3.065, 0.380)  -0.014
O (-3.215, 3.175, -2.199)  -0.055
H (-2.487, 2.911, -1.620)  0.024
H (-3.030, 2.737, -3.036)  0.038
O (-4.988, -2.680, -1.999)  -0.064
H (-4.045, -2.787, -1.822)  -0.004
H (-5.405, -2.869, -1.154)  0.026
O (2.025, 3.132, -2.876)  -0.065
H (2.275, 3.906, -2.356)  0.053
H (2.225, 2.372, -2.289)  0.001
O (-6.893, 0.056, 0.227)  -0.050
H (-7.498, -0.681, 0.090)  0.034
H (-6.051, -0.356, 0.448)  -0.008
O (-1.042, -3.713, -3.532)  -0.054
H (-1.273, -2.928, -3.020)  0.014
H (-0.083, -3.682, -3.611)  0.027
O (1.686, 0.325, 5.027)  -0.066
H (1.699, 0.353, 4.058)  -0.008
H (2.613, 0.384, 5.278)  0.030
O (4.824, 2.241, -3.656)  -0.065
H (5.092, 3.150, -3.820)  0.035
H (3.875, 2.302, -3.463)  -0.003
O (-3.796, 2.898, 1.174)  -0.049
H (-4.054, 3.785, 0.902)  0.057
H (-4.024, 2.333, 0.415)  0.036
O (-4.097, -5.557, -0.450)  -0.061
H (-3.819, -6.445, -0.696)  0.031
H (-3.279, -5.040, -0.425)  0.026
O (3.286, 4.278, 1.692)  -0.070
H (4.111, 4.433, 2.161)  0.027
H (3.171, 3.323, 1.750)  -0.001
O (2.480, -1.960, -0.936)  -0.026
H (3.319, -2.202, -1.350)  0.057
H (1.951, -1.577, -1.648)  0.062
O (4.903, -0.313, -1.569)  -0.057
H (4.222, -0.146, -2.226)  0.034
H (5.150, 0.565, -1.259)  0.039

Results
**Energy above the lowest of the compared OMol25 structures with the same formula, charge and spin**: 149.8 kJ/mol
**Total charge**: -1
**Multiplicity**: 1
**Max |F|**: 0.0410 hartree/bohr
**LUMO level**: 1.599 eV
**Frontier orbital gap**: 10.07 eV
**E_HOMO**: -8.47 eV



The following is a DFT calculation (ωB97M-V with the def2-TZVPD basis set) of the molecule C8H13N3O3 in a non-equilibrium geometry.

Last column: Löwdin charge in e.
Positions of all 27 atoms, in Å:
C (-0.795, -1.523, -0.928)  -0.411
C (1.263, -0.958, 1.598)  -0.271
C (0.402, -2.308, -0.398)  -0.088
C (-0.435, -0.092, -1.449)  -0.018
C (0.393, -1.958, 1.175)  -0.144
C (0.480, 0.762, -0.580)  -0.199
C (-0.029, 1.746, 0.513)  -0.127
C (-1.453, 1.445, 1.029)  -0.225
N (-1.899, -2.052, -1.003)  0.178
N (2.067, -0.300, 2.079)  0.196
N (1.728, 0.802, -0.815)  -0.261
O (2.355, 0.024, -1.588)  -0.051
O (2.595, 1.705, -0.158)  0.095
O (-2.411, 1.974, 0.073)  -0.124
H (0.294, -3.430, -0.408)  0.124
H (1.293, -1.944, -1.022)  0.125
H (0.081, -0.334, -2.325)  0.100
H (-1.404, 0.525, -1.541)  0.144
H (0.525, -2.933, 1.595)  0.113
H (-0.660, -1.513, 1.317)  0.131
H (0.094, 2.838, 0.207)  0.134
H (0.638, 1.914, 1.445)  0.125
H (-1.602, 0.334, 0.992)  0.107
H (-1.611, 2.026, 2.002)  0.140
H (-2.653, -1.625, -1.409)  0.030
H (3.298, 1.929, -0.677)  0.066
H (-2.555, 2.943, 0.275)  0.112

Results
**Energy above the lowest of the compared OMol25 structures with the same formula, charge and spin**: 446.9 kJ/mol
**Total charge**: 0
**Multiplicity**: 1
**Max |F|**: 0.1216 hartree/bohr
**LUMO level**: 0.567 eV
**SMILES string**: [H]/N=C(/CCC#N)C/C(CCO)=[N+](\[O-])O
**Frontier orbital gap**: 9.38 eV
**E_HOMO**: -8.82 eV



The following is a DFT calculation (ωB97M-V with the def2-TZVPD basis set) of a cluster of 13 separate species, C2H29O13 in total in a non-equilibrium geometry.

Last column: Löwdin charge in e.
Positions of all 44 atoms, in Å:
C (0.951, -0.450, -0.532)  -0.068
C (0.202, 0.673, 0.180)  -0.426
O (-0.726, 0.257, 1.115)  -0.365
H (1.581, -1.010, 0.164)  0.065
H (1.522, -0.094, -1.392)  0.072
H (0.169, -1.124, -0.899)  0.056
H (-0.199, 1.335, -0.604)  0.060
H (0.940, 1.348, 0.654)  0.095
O (1.512, 4.245, 1.931)  -0.070
H (0.863, 4.295, 1.221)  0.022
H (1.693, 3.299, 2.032)  -0.002
O (1.530, -3.962, 0.255)  -0.080
H (2.081, -3.450, -0.346)  0.019
H (0.878, -3.325, 0.611)  -0.016
O (-3.057, 1.548, -0.330)  -0.056
H (-2.230, 1.245, 0.100)  0.015
H (-3.164, 2.459, -0.038)  0.054
O (0.824, -0.100, 3.477)  -0.073
H (1.272, -0.888, 3.146)  0.038
H (0.189, 0.138, 2.760)  0.012
O (2.318, -0.494, -4.335)  -0.061
H (3.252, -0.651, -4.505)  0.028
H (1.994, -1.324, -3.960)  0.021
O (-2.730, -1.687, 0.160)  -0.076
H (-2.068, -0.969, 0.246)  -0.007
H (-2.228, -2.497, 0.286)  0.008
O (-0.447, -2.541, 1.692)  -0.072
H (-1.207, -2.916, 2.150)  0.060
H (-0.645, -1.583, 1.611)  0.008
O (-2.038, 1.139, -2.929)  -0.081
H (-2.596, 1.291, -2.136)  0.000
H (-2.043, 1.974, -3.405)  0.022
O (3.122, 1.622, 2.840)  -0.073
H (3.588, 1.216, 2.102)  0.033
H (2.363, 1.027, 3.011)  -0.002
O (0.075, -3.264, -2.731)  -0.061
H (-0.571, -2.630, -3.067)  0.043
H (0.304, -2.934, -1.854)  -0.011
O (0.677, 2.880, -2.480)  -0.064
H (0.007, 3.569, -2.489)  0.026
H (0.254, 2.141, -2.020)  -0.014
O (-2.853, 0.374, 2.988)  -0.081
H (-3.259, -0.497, 2.954)  0.020
H (-2.099, 0.315, 2.365)  -0.018

Results
**Energy above the lowest of the compared OMol25 structures with the same formula, charge and spin**: 16.9 kJ/mol
**Total charge**: -1
**Multiplicity**: 1
**Max |F|**: 0.0231 hartree/bohr
**LUMO level**: 2.592 eV
**Frontier orbital gap**: 8.77 eV
**E_HOMO**: -6.18 eV



| no. | DFT total energy (eV) |
| --- | --- |
| 1 | -8289.148 |
| 2 | -56573.653 |
| 3 | -19113.683 |
| 4 | -29165.065 |